[1]
A molecular structure, C14H23BBeN6O in a non-equilibrium geometry. Source: the OMol25 dataset; level of theory: wB97M-V/def2-TZVPD.

**E_LUMO (spin up / spin down)**: -2.90 / -2.90 eV
**Largest force on an atom**: 3.0 eV/Å
**HOMO (spin up / spin down)**: -8.87 / -8.87 eV
**Energy above the lowest of the compared OMol25 structures with the same formula, charge and spin**: 133.4 kcal/mol
**E_tot**: -990.58151 Eh
**Gap between HOMO and LUMO (spin up / spin down)**: 6.0 / 6.0 eV

Last column: natural (NBO) charge in e.
Atoms and positions in Å:
H1 0.5103 3.1189 0.5421  0.214
N1 0.0848 1.5759 -0.8304  -0.363
B1 -0.2916 0.1550 -2.8932  0.558
N2 0.0850 1.4869 -2.1856  -0.330
C1 0.4456 2.6820 -2.7211  -0.009
Be1 -0.4546 -0.1883 0.3199  1.521
H2 0.5029 2.8057 -3.8020  0.222
C2 0.6870 3.5747 -1.6768  -0.360
H3 0.9939 4.6168 -1.7525  0.231
C3 0.4454 2.8282 -0.5062  -0.030
H4 -0.2295 0.2872 -4.0936  -0.038
C4 -0.9738 -1.8901 1.3702  -0.674
H5 -0.9492 -1.7337 2.4604  0.190
H6 -0.2731 -2.7038 1.1096  0.217
H7 -1.9929 -2.1997 1.0762  0.200
N3 -1.7325 -0.2412 -2.4692  -0.317
N4 0.6916 -0.9516 -2.4221  -0.319
N5 -2.0373 -0.4342 -1.1604  -0.390
N6 0.7970 -1.2648 -1.1054  -0.370
C5 -2.8428 -0.4270 -3.2292  -0.009
C6 1.5524 -1.7151 -3.1438  -0.012
H8 -2.7943 -0.3135 -4.3118  0.224
H9 1.6116 -1.6048 -4.2261  0.223
C7 -3.9027 -0.7520 -2.3828  -0.359
C8 2.2384 -2.5519 -2.2635  -0.358
C9 -3.3428 -0.7415 -1.0897  -0.041
C10 1.7267 -2.2271 -0.9912  -0.034
H10 -4.9340 -0.9635 -2.6619  0.232
H11 3.0016 -3.2891 -2.5077  0.231
H12 -3.8045 -0.9333 -0.1211  0.212
H13 1.9769 -2.6277 -0.0087  0.216
H14 -1.3428 0.5968 1.3443  -0.130
C11 -0.3556 0.8293 3.4891  -0.649
C12 0.9652 0.3195 2.8403  0.236
C13 1.9964 1.4296 3.0634  -0.617
C14 1.4674 -0.9259 3.6118  -0.623
O1 0.9299 0.0442 1.4214  -0.806
H15 -0.2039 1.0381 4.5694  0.219
H16 -1.1901 0.1050 3.4558  0.207
H17 -0.6847 1.7862 3.0280  0.220
H18 2.0999 1.6642 4.1537  0.205
H19 2.9935 1.1221 2.6869  0.220
H20 1.6925 2.3608 2.5440  0.207
H21 0.8112 -1.8048 3.5415  0.202
H22 2.4610 -1.2444 3.2316  0.219
H23 1.5659 -0.6991 4.6979  0.212

---

[2]
3 unconnected molecules or ions with the total composition C14H23BF2O8 in a non-equilibrium geometry. Source: the OMol25 dataset; level of theory: wB97M-V/def2-TZVPD.

**E_LUMO**: 0.55 eV
**Largest force on an atom**: 2.4 eV/Å
**HOMO**: -10.02 eV
**Energy above the lowest of the compared OMol25 structures with the same formula, charge and spin**: 4.1 kcal/mol
**Structure (SMILES)**: O=C1OC[C@@H](F)O1.O=C1OC[C@@H](F)O1.BCCCCCCOC(C)=O
**E_tot**: -1373.73097 Eh
**Gap between HOMO and LUMO**: 10.6 eV

Last column: natural (NBO) charge in e.
Atoms and positions in Å:
O1 3.8185 0.5599 -1.4475  -0.552
C1 4.2739 -0.5293 -1.4777  0.968
O2 3.5649 -1.6569 -1.7224  -0.481
C2 4.4868 -2.7481 -1.8134  -0.130
C3 5.6721 -2.2224 -1.0353  0.445
F1 6.8491 -2.6858 -1.5219  -0.324
O3 5.5879 -0.8267 -1.2610  -0.492
H1 4.7436 -2.9234 -2.8588  0.205
H2 4.0589 -3.6523 -1.3896  0.211
H3 5.6316 -2.4161 0.0380  0.153
O4 -3.2273 -0.3667 -1.7543  -0.555
C4 -3.8129 -1.3084 -1.3477  0.974
O5 -4.4157 -1.3752 -0.1360  -0.483
C5 -5.1293 -2.6128 -0.0610  -0.129
C6 -4.4006 -3.4547 -1.0831  0.445
F2 -5.2249 -4.3367 -1.6999  -0.325
O6 -3.9662 -2.4852 -2.0197  -0.491
H4 -6.1700 -2.4528 -0.3458  0.204
H5 -5.0881 -3.0227 0.9442  0.211
H6 -3.5341 -3.9912 -0.6933  0.156
B1 0.7379 2.9862 -1.7004  0.484
C7 -0.5818 2.1703 -1.7808  -0.797
C8 -0.7781 1.2636 -0.5141  -0.376
C9 -2.0399 1.6644 0.2544  -0.408
C10 -1.9754 1.4873 1.7699  -0.404
C11 -1.1195 2.5100 2.5254  -0.422
C12 0.3677 2.2322 2.5882  -0.067
O7 0.6301 0.9330 3.1386  -0.546
C13 1.0411 -0.0096 2.2401  0.821
C14 2.4307 0.1362 1.6683  -0.751
O8 0.3353 -0.9691 1.9376  -0.571
H7 0.7573 4.1780 -1.8139  -0.102
H8 1.7932 2.4515 -1.5409  -0.087
H9 -0.4681 1.5169 -2.6478  0.251
H10 -1.4478 2.8036 -1.9260  0.216
H11 -0.8750 0.2479 -0.8721  0.221
H12 0.1197 1.3469 0.0856  0.177
H13 -2.2826 2.7023 0.0378  0.184
H14 -2.8429 1.0269 -0.1078  0.234
H15 -2.9935 1.6154 2.1354  0.201
H16 -1.6881 0.4830 2.0640  0.224
H17 -1.3286 3.5014 2.1299  0.208
H18 -1.4610 2.5060 3.5583  0.207
H19 0.8841 2.3916 1.6462  0.177
H20 0.8091 2.9433 3.2820  0.188
H21 2.3553 0.2795 0.5961  0.262
H22 2.9086 -0.8267 1.8021  0.239
H23 2.9939 0.9354 2.1299  0.227

---

[3]
2 unconnected molecules or ions with the total composition C14H23ClF3N2O6PS2 in a non-equilibrium geometry. Source: the OMol25 dataset; level of theory: wB97M-V/def2-TZVPD.

**E_LUMO**: -1.28 eV
**Largest force on an atom**: 2.5 eV/Å
**HOMO**: -8.49 eV
**E_tot**: -3005.60638 Eh
**Gap between HOMO and LUMO**: 7.2 eV

Last column: natural (NBO) charge in e.
Atoms and positions in Å:
O1 2.8304 1.5274 0.7754  -0.457
C1 3.8002 0.8949 0.5585  0.552
Cl1 5.1432 1.7205 -0.3452  -0.049
C2 3.9630 -0.5744 1.0303  -0.804
P1 2.6688 -1.7283 0.2916  1.257
C3 2.6493 -1.6997 -1.5642  -0.753
C4 2.2240 -0.3287 -2.2368  -0.067
O2 1.0682 -0.5556 -3.0391  -0.704
C5 1.0100 -1.5688 1.1042  -0.731
C6 0.0900 -0.4025 0.5665  -0.425
C7 -1.1394 -0.9760 -0.2569  -0.423
C8 -2.4186 -0.0805 -0.1246  -0.409
C9 -2.8013 0.7967 -1.3764  -0.416
C10 -1.6080 1.1437 -2.3320  -0.409
C11 -1.8974 2.3342 -3.3175  -0.521
S1 -1.9641 3.9929 -2.5247  0.254
C12 -1.0275 3.8119 -1.0050  0.268
N1 0.2022 4.2875 -0.7741  -0.279
N2 0.5553 3.9365 0.4887  -0.287
C13 -0.4738 3.2538 0.9854  0.276
O3 -1.5063 3.1573 0.1122  -0.414
H1 4.9522 -1.0177 0.7426  0.280
H2 3.8167 -0.6157 2.1351  0.305
H3 3.1352 -3.0334 0.6502  0.045
H4 2.0444 -2.5714 -1.9137  0.276
H5 3.7066 -1.9132 -1.8873  0.264
H6 2.1233 0.5307 -1.5409  0.213
H7 3.0479 -0.0527 -2.9543  0.188
H8 1.0960 -1.4285 -3.4572  0.474
H9 0.4867 -2.5558 1.0346  0.316
H10 1.1855 -1.3729 2.1953  0.291
H11 -0.3771 0.0606 1.4738  0.252
H12 0.6190 0.4259 0.0418  0.205
H13 -1.3905 -1.9409 0.2664  0.249
H14 -0.8650 -1.2614 -1.3007  0.201
H15 -3.2672 -0.7785 0.0710  0.251
H16 -2.3497 0.5767 0.7822  0.207
H17 -3.2429 1.7647 -1.0120  0.214
H18 -3.6323 0.3092 -1.9549  0.205
H19 -0.6302 1.2858 -1.8053  0.198
H20 -1.4632 0.2427 -2.9894  0.219
H21 -1.1071 2.2820 -4.1132  0.222
H22 -2.8700 2.1196 -3.8277  0.232
H23 -0.4641 2.8197 1.9987  0.221
C14 -1.7399 -1.4069 4.2517  0.682
F1 -2.7738 -0.6501 4.6577  -0.321
F2 -0.9253 -0.5831 3.5348  -0.364
F3 -1.0537 -1.7371 5.3620  -0.326
S2 -2.2818 -2.8910 3.2819  2.343
O4 -2.9875 -2.3433 2.1370  -1.006
O5 -3.1204 -3.6351 4.1914  -0.964
O6 -1.0401 -3.5717 2.9321  -1.025

---

[4]
A molecular structure, C14H23DyIN3O8P2 in a non-equilibrium geometry. Source: the OMol25 dataset; level of theory: wB97M-V/def2-TZVPD.

**E_LUMO (spin up / spin down)**: -7.99 / -7.98 eV
**2S+1**: 6
**Charge**: +2
**<S²>**: 9.330
**Largest force on an atom**: 4.8 eV/Å
**HOMO (spin up / spin down)**: -15.48 / -15.47 eV
**Energy above the lowest of the compared OMol25 structures with the same formula, charge and spin**: 3.6 kcal/mol
**E_tot**: -3178.11113 Eh
**Gap between HOMO and LUMO (spin up / spin down)**: 7.5 / 7.5 eV

Last column: Löwdin spin population.
Atoms and positions in Å:
C1 0.0598 2.0469 -2.3377  -0.005
I1 -1.2239 0.2533 -3.0923  -0.004
H1 0.1674 2.6402 -3.2614  -0.001
H2 1.0592 1.7713 -1.9600  -0.001
H3 -0.5224 2.6173 -1.6091  0.000
Dy1 -0.1207 -0.0561 -0.2550  5.060
P1 2.3077 -0.7786 -1.5382  -0.009
C2 3.6751 0.1514 -0.7447  0.000
C3 2.9399 -2.4800 -1.2828  -0.001
H4 3.9048 -2.6160 -1.8004  0.000
H5 3.5980 -0.9651 -3.6103  0.000
H6 2.2163 -3.2221 -1.6550  0.000
H7 1.8313 -1.0747 -3.9050  0.000
H8 3.6301 -0.0174 0.3403  0.000
H9 3.0900 -2.6522 -0.2069  0.000
C4 2.6147 -0.5552 -3.3335  -0.001
H10 4.6481 -0.1980 -1.1233  0.000
H11 2.5788 0.5095 -3.5997  0.000
H12 3.5689 1.2268 -0.9385  0.000
P2 -2.4279 0.8062 1.1825  -0.003
C5 -2.3087 2.1669 2.3876  0.000
C6 -3.8843 1.2637 0.1758  0.001
H13 -3.3063 -1.4131 1.6727  0.000
H14 -4.1133 -0.1421 2.6449  0.000
H15 -2.4694 -0.6835 3.0871  0.000
C7 -3.1505 -0.4911 2.2489  0.000
H16 -4.0831 0.4713 -0.5579  0.000
H17 -4.7565 1.3866 0.8309  0.000
H18 -3.3243 2.4871 2.6618  0.000
H19 -1.7629 3.0090 1.9452  0.000
H20 -3.6813 2.2038 -0.3530  0.000
H21 -1.7670 1.8334 3.2828  0.000
C8 0.8135 1.5478 1.6163  -0.009
O1 1.3739 2.2956 2.2938  0.000
O2 -0.3677 -6.8676 3.7510  0.000
N1 0.0281 -5.8256 4.3076  0.000
O3 0.3714 -5.7961 5.5123  0.000
C9 0.1035 -4.5868 3.5435  0.000
C10 -0.3412 -4.5624 2.2037  0.000
C11 -0.2333 -3.3668 1.4834  0.000
C12 0.4353 -2.2361 2.0432  0.000
O4 0.8246 -1.2647 1.2742  -0.013
C13 0.5897 -2.2060 3.4586  0.000
C14 0.5081 -3.3942 4.1882  0.000
N2 0.6656 -0.8868 4.0842  0.000
O5 1.1846 -0.8325 5.2118  0.000
O6 0.1412 0.1075 3.5040  0.000
N3 -0.8553 -3.2593 0.1970  -0.001
O7 -1.2387 -4.2726 -0.3775  -0.001
O8 -1.1408 -2.0766 -0.3071  -0.011
H22 -0.8411 -5.4138 1.7273  0.000
H23 0.7057 -3.4418 5.2629  0.000

---

[5]
A gas-phase ion, C14H23IN2O5P (charge +1) in a non-equilibrium geometry. Source: the OMol25 dataset; level of theory: wB97M-V/def2-TZVPD.

**E_LUMO**: -4.88 eV
**Charge**: +1
**Largest force on an atom**: 2.1 eV/Å
**HOMO**: -12.85 eV
**Structure (SMILES)**: CCCCc1c[n+](I)nc(CCOC(=O)CC)c1CP(=O)(O)O
**E_tot**: -1671.84459 Eh
**Gap between HOMO and LUMO**: 8.0 eV

Last column: natural (NBO) charge in e.
Atoms and positions in Å:
C1 -1.8088 -4.6862 -1.6685  -0.619
C2 -1.1005 -4.3213 -0.3486  -0.390
C3 0.1394 -3.4352 -0.6199  -0.398
C4 -0.3535 -2.0919 -1.2330  -0.477
C5 0.5484 -0.9169 -0.9925  0.126
C6 1.1586 -0.3084 -2.0820  0.036
N1 1.9318 0.7225 -1.8688  -0.199
I1 2.8430 1.5879 -3.5294  0.491
N2 2.1949 1.2858 -0.7257  -0.196
C7 1.6415 0.7328 0.3227  0.246
C8 1.9443 1.3807 1.6545  -0.486
C9 2.0635 2.9094 1.5475  -0.071
O1 0.7833 3.5228 1.6700  -0.552
C10 0.3921 4.1770 0.5140  0.810
O2 0.9990 5.1047 0.0365  -0.544
C11 -0.8941 3.6774 -0.1227  -0.544
C12 -0.7649 3.5240 -1.6505  -0.598
C13 0.7986 -0.3985 0.2567  0.039
C14 0.1947 -1.0093 1.4791  -0.864
P1 -1.1841 -0.0292 2.1912  2.368
O3 -1.8202 0.8571 1.2120  -1.118
O4 -2.2439 -1.1166 2.6736  -0.977
O5 -0.7445 0.6840 3.5295  -0.975
H1 -1.1040 -4.8472 -2.4871  0.203
H2 -2.5058 -3.9062 -1.9807  0.206
H3 -2.4042 -5.5848 -1.5103  0.234
H4 -1.8045 -3.6720 0.1854  0.186
H5 -0.8582 -5.1968 0.2483  0.226
H6 0.7100 -3.9596 -1.3901  0.219
H7 0.7519 -3.3142 0.2713  0.204
H8 -1.3896 -1.8899 -0.9494  0.243
H9 -0.3874 -2.2488 -2.3146  0.230
H10 0.9801 -0.7237 -3.0625  0.255
H11 1.1617 1.1905 2.3784  0.235
H12 2.8931 0.9932 2.0352  0.257
H13 2.6119 3.2260 0.6615  0.219
H14 2.6643 3.2428 2.3968  0.206
H15 -1.7184 4.3505 0.1178  0.252
H16 -1.1398 2.7093 0.3130  0.251
H17 -1.4003 2.6924 -1.9585  0.210
H18 -1.0948 4.4186 -2.1756  0.232
H19 0.2708 3.3395 -1.9490  0.191
H20 0.9270 -1.1982 2.2714  0.286
H21 -0.2247 -1.9841 1.2512  0.284
H22 -2.9478 -1.1328 2.0113  0.524
H23 -0.7098 1.6431 3.3904  0.536

---

The highest largest force on an atom belongs to which entry?
C14H23DyIN3O8P2